Entry from the Open Molecules 2025 dataset: a 2-piece molecular cluster, C12H14BN7O4 overall at a distorted geometry (ωB97M-V with the def2-TZVPD basis set).

Geometry as ORCA input:
```
! RIJCOSX wB97M-V def2-TZVPD def2/J DEFGRID3
* xyz 0 1
C -2.54 13.59 -1.68
C -2.44 13.34 -0.20
N -2.05 12.13 0.16
B -1.72 11.30 -1.00
H -0.14 6.99 0.24
C -1.90 11.67 1.41
C -1.40 10.25 1.46
C -2.20 12.57 2.42
C -2.64 13.86 2.11
C -2.77 14.24 0.77
H -2.94 14.58 -1.92
H -1.56 13.50 -2.17
H -3.19 12.85 -2.17
H -2.57 10.58 -1.30
H -0.60 11.44 -1.34
H -1.18 9.96 2.48
H -2.10 9.48 1.09
H -0.48 10.05 0.88
H -2.06 12.26 3.44
H -2.88 14.58 2.89
H -3.12 15.22 0.43
O 3.92 4.81 2.56
N 2.72 4.60 2.79
O 2.26 4.32 3.92
C 1.76 4.72 1.71
C 0.38 4.41 1.88
C -0.52 5.10 1.12
N -1.89 5.40 1.45
O -2.53 4.62 2.15
O -2.37 6.48 1.04
C -0.16 5.95 -0.04
N 1.26 5.71 -0.39
N 1.88 6.41 -1.39
N 3.16 6.32 -1.19
N 3.44 5.71 -0.01
C 2.22 5.34 0.50
H 0.08 3.64 2.61
H -0.88 5.80 -0.87
*
```

- Total energy: -1174.42753 Eh
- HOMO energy: -6.38 eV
- Relative energy (zero: lowest compared OMol25 entry of this formula, charge and spin): 109.1 kJ/mol
- Molecular weight: 331.1 g/mol

natural (NBO) atomic charge list, values in e, 8 entries: -0.6939 0.2745 -0.5493 0.6263 0.1845 0.3106 -0.7147 -0.2230